C15H23BN6SiTc | the ωB97M-V functional and the def2-TZVPD basis

## Properties
highest occupied orbital energy (spin up / spin down): -15.71 / -15.77 eV
energy relative to the best compared isomer or geometry (same formula, charge and spin): 0.0 kcal per mole
HOMO-LUMO gap (spin up / spin down): 0.253 / 0.234 Ha

```
! RIJCOSX wB97M-V def2-TZVPD def2/J DEFGRID3
* xyz 2 4
H 1.09426 3.30108 0.14765
N 0.61405 1.85390 -1.33395
B 0.28652 0.44878 -3.40351
N 0.63610 1.80537 -2.72251
C 0.96359 3.03239 -3.15940
Tc 0.31404 0.21564 -0.25082
H 0.97614 3.16762 -4.23089
C 1.20705 3.86062 -2.06196
H 1.49307 4.88752 -2.08104
C 1.00122 3.09078 -0.90838
H 0.31107 0.54257 -4.59786
C -1.38923 -1.99673 1.51334
H -1.13332 -2.24820 2.56831
H -0.52271 -2.10132 0.78346
H -2.21156 -2.64015 1.24001
N -1.13683 0.04692 -2.89825
N 1.24385 -0.69337 -2.93122
N -1.39068 -0.10367 -1.54589
N 1.34174 -0.95238 -1.56373
C -2.27382 -0.19996 -3.59030
C 2.05628 -1.55177 -3.56506
H -2.24083 -0.11486 -4.66164
H 2.10258 -1.50469 -4.65424
C -3.26368 -0.52566 -2.67713
C 2.70829 -2.35797 -2.63515
C -2.69249 -0.48371 -1.39852
C 2.23969 -1.95795 -1.37870
H -4.28579 -0.76618 -2.93797
H 3.42310 -3.11194 -2.84765
H -3.13387 -0.70791 -0.43245
H 2.49306 -2.33296 -0.38250
H -1.70318 -0.98400 1.47814
C 0.48214 1.11007 5.26800
Si 1.94172 0.18024 4.39906
C 3.60399 0.90173 5.02285
C 1.83696 -1.68417 4.86790
C 1.78359 0.32106 2.52249
C 1.26358 0.38213 1.34696
H 0.51986 1.05340 6.36992
H -0.49713 0.69058 4.97647
H 0.47811 2.18585 5.01919
H 3.63048 0.83175 6.12414
H 4.46930 0.33756 4.63208
H 3.73246 1.96554 4.75652
H 0.90968 -2.13683 4.47301
H 2.70010 -2.24175 4.46170
H 1.83393 -1.83617 5.96110
*
```

C54H58BF17N8O4 | the ωB97M-V functional and the def2-TZVPD basis

## Properties
highest occupied orbital energy: -8.13 eV
HOMO-LUMO gap: 0.242 Ha
SMILES: C#Cc1c(CCCF)c(CCC(F)(F)F)c2nc(CCC(F)(F)C(F)(F)C(F)(F)C(F)(F)C(F)(F)C(F)(F)F)c(CCCC(=O)OCC)nc2c1B(O)O.c1cc[nH]c1.c1cc[nH]c1.c1cc[nH]c1.c1cc[nH]c1.c1cc[nH]c1.c1cc[nH]c1

```
! RIJCOSX wB97M-V def2-TZVPD def2/J DEFGRID3
* xyz 0 1
C 4.34376 4.14418 3.14239
C 3.45822 3.17225 2.95631
C 2.06932 2.38028 2.70008
C 1.78901 1.55688 1.34965
C 2.99833 1.56864 0.26168
C 2.89127 3.02066 -0.49719
C 1.88951 2.93743 -1.79108
F 0.47947 3.06137 -1.36379
C 0.41695 0.82940 1.13496
C 0.15985 -0.00506 -0.24717
C 0.50021 -1.56704 0.13550
C 1.84014 -2.10848 -0.60145
F 1.83264 -3.56584 -0.54589
F 1.88650 -1.73183 -1.99155
F 2.95850 -1.62508 0.17245
C -0.76659 0.85690 2.23318
N -1.98727 0.15332 1.88127
C -2.93872 0.33085 2.95906
C -4.40420 -0.35546 2.71355
C -4.32884 -1.97644 2.64126
C -5.69129 -2.63493 2.09021
F -6.26459 -3.62820 2.96806
F -6.67421 -1.55106 2.02707
C -5.61040 -3.24623 0.59853
F -5.62922 -2.19322 -0.41293
F -6.87608 -3.95430 0.39590
C -4.44921 -4.34337 0.36313
F -5.07280 -5.48521 -0.30581
F -3.94721 -4.89500 1.62003
C -3.24020 -3.88084 -0.59586
F -2.77407 -2.52071 -0.33237
F -3.74780 -3.84265 -1.95657
C -1.89942 -4.80730 -0.48088
F -0.99374 -4.28059 -1.50111
F -1.20337 -4.60434 0.77311
C -2.12830 -6.35749 -0.85786
F -0.79836 -6.92721 -1.05298
F -2.84328 -6.58679 -2.07124
F -2.72526 -7.14130 0.19592
C -2.70446 1.10471 4.31138
C -3.86804 1.23148 5.45420
C -4.52883 2.70879 5.37983
C -5.16476 3.08963 3.94328
C -5.25965 4.69917 3.68425
O -4.20703 5.24790 3.18005
O -6.46949 5.45797 3.95894
C -6.14365 6.22839 5.17346
C -6.74037 5.37678 6.42962
N -1.45788 1.77182 4.61934
C -0.48588 1.66238 3.54716
C 0.91810 2.41405 3.76716
B 1.11574 3.27090 5.14280
O 1.74627 2.79266 6.35571
O 0.56587 4.63250 5.15251
H 4.96177 5.07834 3.44431
H 2.85296 0.76688 -0.57373
H 4.04031 1.43944 0.76112
H 3.92295 3.42273 -0.83516
H 2.43738 3.84383 0.18214
H 2.06777 3.83762 -2.50137
H 2.04832 1.97386 -2.39997
H -0.95964 0.06743 -0.55391
H 0.82563 0.40178 -1.09418
H 0.61509 -1.66814 1.29244
H -0.34779 -2.28379 -0.15974
H -4.70405 -0.00909 1.63776
H -5.21766 0.05296 3.41042
H -3.36717 -2.34174 2.11423
H -4.22327 -2.33290 3.75007
H -4.62140 0.36544 5.42763
H -3.29076 1.19420 6.46932
H -5.28358 2.92390 6.23520
H -3.65187 3.46277 5.55371
H -4.57384 2.67056 3.03787
H -6.23314 2.63523 3.91658
H -6.61576 7.27712 5.05679
H -5.01362 6.39389 5.32919
H -6.93120 4.29049 6.07168
H -7.73264 5.87919 6.72908
H -5.95379 5.38797 7.27168
H 2.12149 1.88454 6.23106
H 0.12347 4.81341 6.02103
C 6.31717 0.80854 -3.15531
C 5.31203 1.03836 -4.12651
C 4.27503 0.17780 -3.85448
N 4.61979 -0.56586 -2.75763
C 5.86086 -0.18432 -2.32149
H 7.26903 1.31405 -3.07382
H 5.34255 1.75464 -4.93548
H 3.32465 0.03030 -4.34657
H 4.04831 -1.28220 -2.33612
H 6.31185 -0.65204 -1.45852
C 11.17767 -1.18973 -4.36115
C 10.37018 -1.60650 -3.27429
C 9.06859 -1.62534 -3.71496
N 9.06023 -1.23084 -5.02612
C 10.34255 -0.96841 -5.43002
H 12.25128 -1.06633 -4.36236
H 10.70391 -1.86495 -2.27938
H 8.14982 -1.88354 -3.20943
H 8.23814 -1.14743 -5.60427
H 10.54941 -0.64621 -6.44001
C 2.26512 -6.40061 -4.95427
C 2.72054 -7.72030 -4.71486
C 1.98379 -8.22450 -3.66997
N 1.10360 -7.25571 -3.26696
C 1.26454 -6.14230 -4.04805
H 2.62784 -5.71527 -5.70702
H 3.50078 -8.24440 -5.24824
H 2.01087 -9.18625 -3.17898
H 0.43966 -7.34783 -2.51312
H 0.65581 -5.26378 -3.89110
C 6.84347 5.52506 -8.26565
C 5.49990 5.07785 -8.22961
C 5.37865 4.23172 -7.15369
N 6.60129 4.14818 -6.54161
C 7.49880 4.93792 -7.21001
H 7.28293 6.20270 -8.98358
H 4.70816 5.34568 -8.91467
H 4.53029 3.68224 -6.77251
H 6.80804 3.59265 -5.72578
H 8.52407 5.01254 -6.87855
C -5.02719 -11.58101 -2.18153
C -4.51372 -10.86455 -3.29045
C -4.15662 -9.61587 -2.84154
N -4.44019 -9.55084 -1.50285
C -4.96628 -10.74661 -1.09124
H -5.39922 -12.59558 -2.18020
H -4.41535 -11.22268 -4.30531
H -3.72757 -8.76977 -3.35793
H -4.28505 -8.74827 -0.91247
H -5.25258 -10.89967 -0.06108
C -2.73491 10.42612 4.84864
C -2.69172 9.03447 4.58546
C -3.86033 8.70267 3.94307
N -4.60947 9.84218 3.81288
C -3.92830 10.89879 4.35760
H -1.97639 11.01736 5.34158
H -1.89356 8.35067 4.83735
H -4.22305 7.75596 3.56910
H -5.51969 9.89509 3.38248
H -4.35116 11.89270 4.35007
*
```

C23H34BBrN2O12P2 | the ωB97M-V functional and the def2-TZVPD basis

## Properties
highest occupied orbital energy: -9.17 eV
energy relative to the best compared isomer or geometry (same formula, charge and spin): 0.0 kcal per mole
HOMO-LUMO gap: 0.290 Ha
SMILES: CC(=O)NCCCCC1=C(P(O)O)C(=O)c2c(O)c(B(N)O)c(P(O)Br)c(COC(C)=O)c2C1=O.COCCOC

```
! RIJCOSX wB97M-V def2-TZVPD def2/J DEFGRID3
* xyz 0 1
C -1.79529 -5.95745 4.87411
C -2.36676 -4.68757 4.29576
O -3.55297 -4.52601 4.18027
N -1.41275 -3.68615 3.87596
C -1.66226 -3.21227 2.50273
C -1.08031 -4.18186 1.46501
C 0.26455 -3.72826 0.84800
C 0.24411 -3.54314 -0.69803
C 0.22454 -2.08131 -1.03473
C 1.30219 -1.30686 -1.26478
P 2.99617 -2.05717 -1.17164
O 3.93330 -0.97669 -1.92284
O 3.35781 -1.55724 0.36985
C 1.03421 0.13642 -1.52141
O 1.69679 0.84340 -2.25875
C -0.12493 0.72032 -0.78534
C -0.08280 2.03207 -0.33268
O 0.93635 2.88057 -0.58042
C -1.12711 2.53256 0.45754
B -0.91556 4.01879 1.00937
N -0.50965 4.18455 2.35958
O -1.12042 5.10554 0.17400
C -2.23753 1.72522 0.72486
P -3.45387 2.58194 1.82188
O -3.53828 1.47389 3.03538
Br -5.40680 2.29822 0.75857
C -2.33274 0.40380 0.21249
C -3.52738 -0.49069 0.44183
O -4.35401 -0.48586 -0.72842
C -5.34085 -1.44658 -0.69466
C -6.73083 -0.87909 -0.66313
O -5.08631 -2.61401 -0.69129
C -1.24866 -0.07332 -0.51781
C -1.15551 -1.46492 -1.05701
O -2.08589 -2.09268 -1.49449
H -1.98478 -6.76498 4.16613
H -2.31364 -6.17400 5.80870
H -0.72978 -5.87510 5.06977
H -1.46937 -2.91131 4.52819
H -2.74006 -3.10171 2.33495
H -1.23110 -2.21208 2.41526
H -0.90238 -5.12920 1.97919
H -1.81762 -4.36194 0.68198
H 0.51167 -2.76355 1.30665
H 1.07330 -4.40631 1.12273
H -0.65205 -4.00874 -1.10426
H 1.13423 -4.00935 -1.11823
H 4.09592 -0.20231 -1.36682
H 2.90052 -2.09904 1.02475
H 1.60279 2.44518 -1.13695
H -0.17596 3.35227 2.82355
H 0.07856 4.97892 2.57010
H -0.28831 5.49226 -0.11570
H -2.87657 0.78041 2.93988
H -4.11058 -0.15763 1.29906
H -3.18271 -1.51734 0.59190
H -6.98916 -0.65153 0.37275
H -6.78644 0.04135 -1.24035
H -7.42555 -1.62044 -1.05021
C 6.62908 4.61960 -3.86528
O 5.69002 3.73077 -4.44178
C 5.46586 2.55887 -3.67812
C 4.23813 2.65938 -2.79925
O 4.34111 3.67372 -1.80891
C 3.72695 4.89538 -2.18171
H 6.47933 5.59674 -4.32207
H 6.49414 4.70882 -2.78526
H 7.65246 4.28751 -4.07117
H 6.34785 2.32212 -3.07303
H 5.31146 1.73754 -4.38323
H 4.11132 1.71189 -2.27591
H 3.34364 2.81512 -3.40932
H 2.64300 4.84791 -2.02539
H 3.92403 5.14481 -3.22585
H 4.14009 5.67781 -1.54653
*
```

Electronic energy across the listed records, respectively: -35604.5557 -123907.8074 -141251.7670 eV.
Strongest force on any atom across the listed records, respectively: 3.6 6.9 1.0 eV/Å.